Entry 1:
Entry from OMol25: C17H22ClN4O8Pd as an isolated structure (ωB97M-V with the def2-TZVPD basis set).

The geometry in XYZ format:
```
53
Properties=species:S:1:pos:R:3:forces:R:3
Pd 0.845787 -1.726619 -0.669756 0.35 0.04 0.01
N 2.157725 -2.935402 0.375759 -0.34 -0.11 -0.13
C 1.711821 -4.343351 0.426684 0.06 0.02 -0.01
C 1.340152 -4.841866 -0.967101 0.16 -0.12 0.05
C -0.129351 -4.609902 -1.268193 -0.33 0.28 -0.08
O -0.830335 -5.543212 -1.641159 -0.01 0.08 -0.03
O -0.536971 -3.397678 -1.074372 -0.07 -0.57 -0.06
H 3.053640 -2.851860 -0.092795 0.04 0.08 0.00
H 2.213570 -2.512386 1.296556 -0.02 0.06 0.03
H 0.844216 -4.380751 1.084703 -0.01 0.02 0.02
H 2.484567 -4.980538 0.862158 0.12 0.07 0.03
H 1.538976 -5.906216 -1.071998 0.04 -0.02 0.06
H 1.931196 -4.302305 -1.713605 0.02 -0.04 -0.02
C -2.028330 4.188009 2.780337 0.05 0.01 -0.02
C -0.617782 3.870973 2.368804 -0.05 0.08 0.00
C 0.243628 4.847420 1.900583 -0.03 0.03 -0.02
C 1.539561 4.523036 1.522776 0.01 0.06 -0.01
Cl 2.600280 5.786517 0.932424 -0.06 -0.07 0.04
C 1.991632 3.224670 1.600133 0.01 -0.07 0.01
C 1.139628 2.227635 2.070187 0.07 0.02 -0.02
C -0.154079 2.551297 2.458341 -0.02 -0.10 0.06
O -1.050769 1.664162 2.956693 0.02 -0.06 0.05
C -0.648888 0.299818 3.077268 0.01 0.11 0.05
C -0.504507 -0.396982 1.712684 0.26 -0.18 0.08
O -1.484071 -0.402533 0.976356 0.07 0.06 -0.12
O 0.648384 -0.921028 1.505292 -0.42 0.18 -0.15
H -2.246171 5.244976 2.625398 0.00 -0.02 0.00
H -2.190410 3.945846 3.832617 0.00 0.00 -0.02
H -2.739115 3.589691 2.207761 0.01 0.01 0.01
H -0.097063 5.872837 1.823310 0.01 -0.01 0.00
H 2.995892 2.974535 1.285031 -0.02 0.00 -0.01
H 1.486505 1.202806 2.095517 -0.02 0.02 -0.02
H -1.460888 -0.178858 3.620751 -0.01 -0.02 0.02
H 0.274414 0.218965 3.654289 0.02 0.08 0.01
O 3.752166 -0.680487 -3.273195 0.09 0.05 -0.06
N 2.934256 -1.050140 -2.448714 -0.20 -0.17 0.24
O 2.110270 -1.975327 -2.703231 0.43 0.14 -0.14
O 2.879122 -0.522025 -1.292806 0.05 -0.02 -0.28
C -3.926064 -0.928092 -2.756864 -0.01 0.03 0.05
C -2.557240 -0.443338 -2.419794 0.10 0.10 -0.13
C -2.030519 0.835403 -2.361754 0.08 0.07 0.02
C -0.691984 0.678719 -1.963595 -0.02 0.20 -0.08
N -0.429910 -0.613307 -1.834793 -0.28 -0.24 0.64
N -1.563490 -1.276653 -2.110296 -0.26 0.11 -0.17
C 0.340061 1.714489 -1.663006 -0.04 -0.06 0.03
H -4.517185 -0.108374 -3.161442 -0.01 -0.01 0.00
H -4.432403 -1.308551 -1.867994 0.02 0.00 -0.01
H -3.893163 -1.729281 -3.495674 0.01 0.00 0.00
H -2.551076 1.760621 -2.551432 0.05 -0.04 -0.01
H -1.563251 -2.285706 -1.922267 0.08 -0.05 0.09
H -0.020992 2.704396 -1.940449 0.00 -0.02 0.00
H 1.271254 1.509449 -2.191357 -0.02 0.00 0.00
H 0.567304 1.716498 -0.594770 -0.02 0.01 -0.02
```
Forces are in eV/Å.

## Properties
HOMO level (spin up / spin down) = -5.159 / -5.204 eV
Total charge = -1
Frontier orbital gap (spin up / spin down) = 7.85 / 7.90 eV
Relative energy (zero: lowest compared OMol25 entry of this formula, charge and spin) = 0.000 eV
Calculated total energy = -2070.04802 Ha

Atomic partial charges in e from the natural (NBO) method, atoms 1 to 4:
1 Pd 1.14
2 N -0.75
3 C -0.22
4 C -0.55

Entry 2:
Entry from OMol25: a 4-piece molecular cluster, C17H22FIN3O5PS overall (ωB97M-V with the def2-TZVPD basis set).

The geometry in XYZ format:
```
51
Properties=species:S:1:pos:R:3:forces:R:3
C -3.999955 0.909228 1.113445 0.12 1.76 -0.90
C -3.490743 2.233577 0.653309 -0.43 -1.30 0.34
C -2.744799 3.341477 1.610510 -0.03 -1.91 0.63
C -1.140016 3.092860 1.834029 0.52 4.22 1.96
P -0.005262 2.693256 0.351197 2.54 -0.49 0.29
O 1.368102 3.802297 0.551406 -1.47 -1.76 -0.33
I -0.984993 3.325453 -1.812216 -0.14 0.54 0.47
O -0.718207 2.141374 2.904799 0.99 1.78 0.06
S 0.420088 2.861979 3.999119 3.29 0.64 7.71
O 1.831070 2.230104 4.116347 -5.54 2.01 -2.24
O -0.107139 3.103210 5.467253 0.82 -1.44 -6.44
O 0.530582 4.494363 3.418100 -2.86 -3.57 -2.93
C -0.625384 4.548798 2.469397 -0.93 2.34 0.83
F -1.683477 5.156954 3.343409 1.80 -1.56 -2.00
H -5.171594 0.809621 1.260045 2.35 -0.41 -1.97
H -3.361511 -0.058026 1.282561 -0.94 2.48 1.34
H -3.666705 2.553434 -0.479193 -1.13 0.06 2.96
H -3.020323 4.446053 1.261458 1.07 -2.56 0.41
H -3.249357 3.234924 2.687324 1.29 0.19 -2.43
H 2.224856 3.320744 0.353129 -1.60 0.49 0.33
H -0.507818 5.337963 1.611070 0.30 -1.54 1.89
C -0.091446 -2.385943 -3.081940 0.29 0.25 -0.15
C -1.409746 -2.689298 -2.665644 -0.33 0.10 0.08
C -2.048619 -1.494094 -2.422202 -0.04 -0.05 0.11
N -1.160549 -0.480477 -2.672435 0.03 0.01 -0.04
C 0.033875 -1.014632 -3.080561 -0.05 -0.04 0.02
H 0.682587 -3.091539 -3.354585 -0.09 0.14 0.05
H -1.846280 -3.673617 -2.555931 0.07 0.17 -0.01
H -3.056054 -1.278751 -2.091947 0.13 -0.05 -0.08
H -1.356359 0.507093 -2.572461 0.08 -0.32 -0.02
H 0.868991 -0.374991 -3.332856 -0.24 -0.15 0.06
C 4.249465 -1.934134 -1.468452 -0.32 0.24 0.15
C 5.093348 -2.243361 -2.561831 0.08 0.08 -0.42
C 4.637934 -1.528415 -3.646905 0.11 -0.11 -0.07
N 3.546037 -0.802385 -3.247724 0.01 0.05 0.00
C 3.305035 -1.039218 -1.919429 0.01 -0.04 0.18
H 4.323427 -2.321396 -0.460540 -0.04 0.09 -0.17
H 5.942293 -2.914747 -2.557928 -0.15 0.12 -0.02
H 4.995638 -1.475322 -4.666510 -0.05 -0.04 0.19
H 3.003675 -0.187405 -3.840408 0.30 -0.26 0.21
H 2.483389 -0.553207 -1.410604 0.13 -0.16 -0.04
C -0.317964 -3.694555 2.671021 -0.31 0.20 0.20
C 0.525918 -4.003783 1.577641 0.06 0.09 -0.35
C 0.070504 -3.288837 0.492567 0.09 -0.07 -0.08
N -1.021392 -2.562806 0.891749 0.05 0.02 0.08
C -1.262395 -2.799640 2.220044 -0.01 -0.05 0.09
H -0.244002 -4.081818 3.678933 -0.03 0.08 -0.16
H 1.374864 -4.675169 1.581545 -0.14 0.13 -0.02
H 0.428208 -3.235744 -0.527037 -0.06 0.00 0.20
H -1.563755 -1.947826 0.299065 0.26 -0.28 0.06
H -2.084041 -2.313629 2.728868 0.14 -0.11 -0.03
```
Forces are in eV/Å.

## Properties
HOMO level = -8.027 eV
Frontier orbital gap = 6.51 eV
Calculated total energy = -2338.21961 Ha

Atomic partial charges in e from the natural (NBO) method, atoms 1 to 4:
1 C -0.41
2 C -0.22
3 C -0.50
4 C -0.10

Entry 3:
Entry from OMol25: a single C17H22N2O2 molecule (ωB97M-V with the def2-TZVPD basis set).

The geometry in XYZ format:
```
43
Properties=species:S:1:pos:R:3:forces:R:3
C 2.490728 -3.351093 2.870066 0.20 -0.01 0.03
C 1.249411 -3.526661 3.279362 -0.22 -0.06 0.11
C 0.010991 -3.238483 2.478582 0.04 0.09 -0.05
C 0.296844 -2.608764 1.146424 -0.14 0.16 0.16
C 0.392993 -3.377669 0.001889 0.03 0.24 -0.02
C 0.692854 -2.820536 -1.236472 0.02 0.03 -0.08
C 0.788731 -3.689321 -2.454961 -0.03 -0.01 0.05
C 0.895885 -1.452763 -1.301219 0.00 -0.18 0.04
C 0.801827 -0.656709 -0.170611 0.06 0.23 0.23
C 0.504328 -1.223439 1.058995 0.01 -0.25 -0.12
O 0.410240 -0.543158 2.246988 -0.06 -0.42 -0.18
C 0.522335 0.855015 2.285858 -0.39 0.56 -0.05
C -0.794369 1.569870 1.964557 0.29 -0.12 0.27
O -1.008219 1.570986 0.574634 0.01 -0.02 -0.17
C -2.219922 2.165472 0.188513 -0.16 -0.02 -0.16
C -2.319021 2.077086 -1.337467 -0.17 -0.18 0.72
N -1.305096 2.870193 -1.969861 0.15 0.12 -0.24
C -1.319043 4.228299 -2.132425 -0.02 0.32 -0.04
C -0.122062 4.552208 -2.701243 -0.24 0.11 0.13
N 0.623167 3.430741 -2.883076 0.55 -0.21 -0.20
C -0.105243 2.448516 -2.433051 0.02 -0.12 -0.03
H 3.332523 -3.582319 3.500902 0.10 -0.07 0.17
H 2.718393 -2.966670 1.889845 0.00 0.09 -0.22
H 1.054393 -3.916956 4.271026 0.09 -0.05 0.13
H -0.623396 -2.570129 3.067288 -0.06 -0.12 -0.01
H -0.533186 -4.177561 2.336188 -0.05 0.07 0.01
H 0.234787 -4.444776 0.076285 -0.03 -0.14 0.05
H 1.529055 -4.474111 -2.305150 0.04 -0.07 -0.07
H -0.168336 -4.170101 -2.656297 -0.03 -0.05 -0.09
H 1.073158 -3.105697 -3.326843 0.02 -0.01 -0.09
H 1.138644 -0.991920 -2.248699 0.03 0.04 -0.10
H 0.950664 0.405896 -0.267949 0.00 0.07 0.02
H 0.793904 1.084130 3.320803 0.00 0.04 -0.16
H 1.311240 1.222332 1.622236 0.01 -0.01 0.08
H -0.746221 2.604088 2.340677 0.02 -0.08 -0.01
H -1.620414 1.052038 2.476007 0.09 0.05 0.00
H -3.072422 1.639158 0.646076 0.07 0.06 -0.06
H -2.249306 3.218474 0.512092 -0.04 -0.10 -0.05
H -3.307661 2.419847 -1.656700 0.11 -0.10 -0.02
H -2.178576 1.034871 -1.633969 -0.09 0.09 -0.02
H -2.160698 4.826931 -1.848658 -0.18 0.10 0.06
H 0.248506 5.514423 -2.992717 -0.02 0.23 -0.03
H 0.183682 1.417195 -2.428266 -0.02 -0.31 0.06
```
Forces are in eV/Å.

## Properties
HOMO level = -8.151 eV
Frontier orbital gap = 8.90 eV
Relative energy (zero: lowest compared OMol25 entry of this formula, charge and spin) = 3.485 eV
Calculated total energy = -920.93802 Ha

Atomic partial charges in e from the natural (NBO) method, atoms 1 to 4:
1 C -0.41
2 C -0.16
3 C -0.47
4 C -0.07

Entry 4:
Entry from OMol25: a single C17H22N2O4S molecule (ωB97M-V with the def2-TZVPD basis set).

The geometry in XYZ format:
```
46
Properties=species:S:1:pos:R:3:forces:R:3
N 5.800520 4.207494 -0.797155 -0.16 0.55 -0.15
C 6.042836 3.121041 -0.537288 0.06 0.22 -0.04
C 6.333446 1.746882 -0.229909 0.03 -0.66 0.17
C 5.388021 0.802732 -0.996004 -0.13 0.38 -0.01
N 5.599426 -0.590086 -0.692364 -0.17 -0.48 0.74
S 5.036590 -1.134591 0.794823 0.26 0.08 -0.52
O 5.152096 -0.107382 1.793779 -0.37 0.01 -0.15
O 5.681281 -2.390472 1.020791 -0.07 -0.16 -0.21
C 3.312142 -1.379103 0.404217 0.41 0.21 0.20
C 2.972999 -2.415440 -0.444729 -0.06 -0.14 -0.07
C 1.643840 -2.602739 -0.774527 -0.06 0.08 0.05
C 0.670271 -1.752831 -0.251112 0.24 0.10 0.12
C -0.750420 -1.998682 -0.633751 -0.08 -0.23 -0.23
O -1.094212 -2.847178 -1.419317 0.05 0.07 0.09
O -1.594513 -1.178292 -0.010636 0.21 0.24 0.19
C -2.980013 -1.346237 -0.314559 -0.61 -0.09 -0.01
C -3.771696 -0.226392 0.352851 0.28 -0.19 -0.47
C -5.272862 -0.484686 0.220933 0.15 0.00 0.34
C -6.069190 0.631032 0.892078 -0.10 0.00 -0.32
C -5.711690 1.985017 0.287060 0.07 0.02 0.33
C -4.214211 2.245463 0.416221 -0.08 0.02 -0.33
C -3.420341 1.130897 -0.258199 0.07 0.03 0.43
C 1.028774 -0.714737 0.604762 -0.08 -0.18 -0.14
C 2.360932 -0.528071 0.932313 0.11 0.12 0.14
H 7.373917 1.537100 -0.495296 -0.06 -0.01 0.06
H 6.200696 1.582727 0.843509 0.14 0.04 -0.17
H 5.502758 0.945751 -2.075098 -0.11 0.00 0.16
H 4.352184 1.023803 -0.726219 0.04 0.19 -0.18
H 6.533399 -0.925423 -0.873717 0.15 -0.26 0.10
H 3.751868 -3.058700 -0.820600 0.02 -0.14 -0.12
H 1.332890 -3.399904 -1.432546 0.01 -0.06 -0.04
H -3.301845 -2.328675 0.049814 0.05 0.10 -0.07
H -3.109478 -1.331635 -1.402610 -0.02 0.00 0.12
H -3.503546 -0.213853 1.414589 -0.02 -0.01 0.05
H -5.526126 -1.445560 0.673741 -0.02 -0.07 -0.06
H -5.536842 -0.534139 -0.837882 -0.04 -0.05 -0.10
H -7.137848 0.441107 0.775903 -0.02 -0.02 0.09
H -5.845650 0.641990 1.961176 -0.04 -0.01 0.08
H -6.272254 2.775746 0.789174 -0.05 0.03 -0.07
H -5.991443 1.994926 -0.768705 -0.05 0.04 -0.07
H -3.961971 3.205340 -0.038355 0.04 0.04 0.08
H -3.945007 2.294935 1.473715 0.04 0.06 0.07
H -3.654264 1.114470 -1.325474 0.02 -0.03 -0.11
H -2.349757 1.314145 -0.151198 0.03 0.01 -0.09
H 0.266513 -0.066409 1.006542 -0.03 0.05 0.04
H 2.677779 0.258639 1.599270 -0.04 0.10 0.07
```
Forces are in eV/Å.

## Properties
HOMO level = -10.200 eV
Frontier orbital gap = 9.89 eV
Relative energy (zero: lowest compared OMol25 entry of this formula, charge and spin) = 1.747 eV
Calculated total energy = -1469.66867 Ha

Atomic partial charges in e from the natural (NBO) method, atoms 1 to 4:
1 N -0.32
2 C 0.28
3 C -0.55
4 C -0.21

Entry 5:
Entry from OMol25: a single C17H22N2O4S molecule (ωB97M-V with the def2-TZVPD basis set).

The geometry in XYZ format:
```
46
Properties=species:S:1:pos:R:3:forces:R:3
O 4.446882 2.021848 1.520199 -0.05 0.01 0.24
C 4.649410 1.530956 0.443273 0.22 -0.01 0.15
O 4.323850 2.120889 -0.706594 -0.03 0.12 -0.67
C 5.269543 0.169530 0.221743 -0.22 -0.04 0.05
C 4.237180 -0.926730 0.551609 0.49 0.22 0.14
N 3.148299 -0.924706 -0.382354 -0.12 -0.09 0.02
C 3.160090 -1.568986 -1.591266 -0.13 -0.14 -0.35
C 2.043390 -1.267085 -2.305351 0.18 -0.09 -0.08
C 1.283380 -0.363377 -1.513038 0.13 0.14 0.46
C 0.072362 0.302156 -1.698859 0.02 -0.01 -0.03
C -0.364703 1.131626 -0.695072 -0.57 0.44 -0.26
S -1.945068 1.951949 -0.863843 -0.11 -0.22 0.12
O -2.262607 2.041476 -2.260533 0.07 -0.34 0.04
O -1.918143 3.152613 -0.076015 0.14 -0.25 0.18
N -3.009272 0.896841 -0.166955 0.52 0.84 -0.50
C -3.667054 -0.072339 -1.012556 -0.34 -0.26 -0.51
C -4.150958 -1.297589 -0.243693 0.36 0.06 -0.04
C -3.035584 -2.067882 0.462029 -0.02 0.12 0.03
C -2.128251 -1.191690 1.331105 -0.09 -0.08 0.14
C -2.880676 -0.114545 2.111905 0.15 -0.07 -0.13
C -3.387657 1.039971 1.210126 0.01 0.19 0.55
C 0.351140 1.322479 0.486817 0.16 0.03 0.18
C 1.549387 0.676133 0.698026 -0.10 0.04 0.11
C 2.014104 -0.165914 -0.309788 -0.59 0.09 -0.28
H 3.884176 2.972516 -0.553342 0.05 -0.14 0.27
H 5.587082 0.083405 -0.816849 0.05 -0.08 0.05
H 6.124758 0.062251 0.888682 -0.01 0.08 -0.01
H 3.849914 -0.765757 1.560819 0.04 -0.11 -0.07
H 4.728822 -1.902747 0.514420 -0.11 0.10 0.07
H 3.977932 -2.215566 -1.847907 0.15 -0.11 -0.02
H 1.783514 -1.633306 -3.277694 0.01 -0.13 -0.20
H -0.505889 0.200250 -2.602883 -0.04 -0.03 -0.16
H -2.950392 -0.364343 -1.783109 -0.14 -0.15 -0.09
H -4.524842 0.395460 -1.517266 0.13 -0.10 -0.03
H -4.647618 -1.963255 -0.953056 -0.10 0.09 0.02
H -4.897898 -0.988052 0.487400 -0.12 -0.01 0.01
H -2.417654 -2.576470 -0.281203 -0.02 -0.10 -0.02
H -3.501281 -2.836668 1.084057 0.04 -0.06 -0.03
H -1.376615 -0.709942 0.706090 0.06 -0.11 0.08
H -1.599645 -1.834968 2.038725 0.07 0.03 -0.03
H -2.207511 0.292338 2.867964 -0.06 0.01 0.07
H -3.721890 -0.571570 2.635469 -0.03 0.02 0.10
H -2.955961 1.989989 1.526511 -0.22 -0.09 0.17
H -4.477510 1.133669 1.283625 0.09 0.06 -0.04
H -0.055056 2.000829 1.219103 0.05 0.09 0.18
H 2.104504 0.834296 1.609533 0.06 0.05 0.09
```
Forces are in eV/Å.

## Properties
HOMO level = -8.396 eV
Frontier orbital gap = 8.96 eV
Relative energy (zero: lowest compared OMol25 entry of this formula, charge and spin) = 1.496 eV
Calculated total energy = -1469.67789 Ha

Atomic partial charges in e from the natural (NBO) method, atoms 1 to 4:
1 O -0.60
2 C 0.80
3 O -0.68
4 C -0.52

Question: What is the formula in the second record?
Answer: C17H22FIN3O5PS

Question: Which formula does entry 5 have?
Answer: C17H22N2O4S